# 1
C13H48F3O15PtS | wB97M-V/def2-TZVPD

Summary:
Maximum force   3.94 eV/A
Total charge   +2
Multiplicity   4
HOMO-LUMO gap (spin up / spin down)   5.228 / 3.175 eV
<S²>   3.757
LUMO (spin up / spin down)   -8.96 / -10.97 eV

XYZ file:
```
81
Properties=species:S:1:pos:R:3:lowdin_charge:R:1
Pt 3.87 0.70 3.00 1.4595
C 0.47 -0.16 0.23 -0.5896
F 0.28 0.90 -0.52 0.1512
F -0.48 -1.09 -0.03 0.1176
F 1.66 -0.64 -0.08 0.1427
S 0.45 0.29 2.15 0.7226
O 1.90 0.41 2.59 -0.4997
O -0.33 1.53 2.32 -0.2618
O -0.28 -0.85 2.80 -0.3490
O -2.02 3.55 3.16 -0.0456
H -1.48 4.34 3.09 0.0497
H -1.50 2.87 2.75 -0.0349
O 1.14 -1.53 5.12 -0.0219
H 0.98 -2.47 5.18 0.0660
H 0.53 -1.23 4.45 0.0006
O -2.92 1.27 4.70 -0.0556
H -3.61 1.56 4.11 0.0288
H -2.22 1.91 4.58 -0.0047
O 4.27 -1.27 1.82 -0.0644
H 4.94 -1.68 2.36 0.0771
H 4.04 -1.93 1.17 0.0841
O -1.48 -3.08 2.89 -0.0484
H -1.50 -2.15 2.68 -0.0120
H -2.17 -3.19 3.55 0.0603
O 1.35 -3.04 2.13 -0.0523
H 1.52 -3.57 2.91 0.0430
H 0.65 -2.44 2.39 -0.0471
O 3.52 0.02 5.11 -0.0731
H 2.74 -0.51 5.29 0.0276
H 3.99 0.05 5.94 0.1040
O -1.69 0.54 -2.92 -0.0390
H -0.77 0.45 -2.67 -0.0020
H -1.68 1.19 -3.62 0.0540
C -5.40 2.74 -0.70 -0.0341
C -4.38 1.54 -0.72 -0.4267
C -3.00 2.06 -0.27 -0.0655
O -4.83 0.55 0.23 -0.0626
H -6.42 2.42 -0.47 0.0772
H -5.48 3.08 -1.74 0.0721
H -5.20 3.63 -0.10 0.0799
H -4.26 1.08 -1.70 0.1172
H -2.99 2.43 0.75 0.0737
H -2.71 2.87 -0.94 0.0907
H -2.33 1.20 -0.33 0.0376
H -4.06 0.12 0.61 0.0505
C 2.31 -0.40 -3.68 -0.0367
C 3.77 -0.95 -3.30 -0.4198
C 3.80 -2.27 -2.48 -0.0499
O 4.36 -1.37 -4.53 -0.0567
H 2.31 0.58 -4.15 0.0729
H 1.67 -0.29 -2.80 0.0243
H 1.70 -1.06 -4.30 0.0800
H 4.38 -0.20 -2.79 0.1191
H 3.17 -2.21 -1.59 0.0436
H 4.84 -2.51 -2.24 0.0800
H 3.44 -3.10 -3.09 0.0851
H 4.44 -0.58 -5.07 0.0920
C -3.38 -4.56 -2.37 0.0122
C -2.60 -3.41 -1.57 -0.3090
C -3.48 -2.89 -0.43 0.0367
O -1.35 -3.88 -1.09 0.2661
H -3.59 -5.39 -1.71 0.1007
H -2.85 -5.14 -3.12 0.0928
H -4.24 -4.25 -2.96 0.1034
H -2.35 -2.57 -2.21 0.1955
H -4.32 -2.38 -0.90 0.1216
H -2.98 -2.16 0.20 0.0756
H -3.72 -3.74 0.22 0.1190
H -0.91 -3.18 -0.60 0.1203
C 4.01 3.44 -1.75 -0.0561
C 2.77 4.01 -1.19 -0.5373
C 1.49 3.30 -1.71 -0.0317
O 2.88 3.92 0.17 -0.0442
H 3.89 3.54 -2.83 0.0909
H 4.06 2.36 -1.58 0.0702
H 4.96 3.93 -1.53 0.0924
H 2.70 5.08 -1.39 0.1471
H 1.05 3.60 -2.65 0.0872
H 0.71 3.43 -0.96 0.0702
H 1.62 2.21 -1.74 0.0434
H 2.37 4.66 0.49 0.1016
```

# 2
C13H4Cl5NO4Pd | wB97M-V/def2-TZVPD

Summary:
Maximum force   0.98 eV/A
Total charge   0
ΔE to the lowest compared entry with this formula, charge and spin   0.0 kcal/mol
HOMO-LUMO gap   8.225 eV
LUMO   -0.83 eV

XYZ file:
```
28
Properties=species:S:1:pos:R:3:nbo_charge:R:1
Pd -0.27 1.02 0.61 0.8336
O -0.28 -0.99 0.78 -0.5845
C 0.20 -1.75 -0.08 0.4282
C 0.90 -1.45 -1.27 -0.3474
C 1.33 -2.55 -2.04 -0.0778
C 2.01 -2.36 -3.20 -0.0663
C 2.33 -1.06 -3.65 -0.1173
C 1.93 0.02 -2.93 -0.3143
C 1.20 -0.11 -1.71 0.5433
O 0.86 0.94 -1.08 -0.7318
N 2.44 -3.52 -3.98 0.5365
O 2.21 -4.62 -3.53 -0.3870
O 3.11 -3.31 -4.97 -0.3811
H 0.07 -2.82 0.13 0.1606
H 1.10 -3.56 -1.71 0.2474
H 2.88 -0.95 -4.58 0.2511
H 2.16 1.03 -3.26 0.2324
Cl -1.86 -0.86 3.48 0.0545
C -1.98 0.85 3.27 -0.0729
C -1.37 1.45 2.19 -0.2382
C -1.48 2.82 2.10 0.0246
Cl -0.57 3.40 0.70 0.0963
C -2.15 3.64 2.98 -0.1393
Cl -2.21 5.33 2.74 0.0717
C -2.78 3.01 4.06 -0.0827
Cl -3.65 3.95 5.19 0.0706
C -2.69 1.62 4.20 -0.0805
Cl -3.45 0.86 5.54 0.0703
```

# 3
C13H52N20O13 | wB97M-V/def2-TZVPD

Summary:
Maximum force   7.86 eV/A
Total charge   0
ΔE to the lowest compared entry with this formula, charge and spin   234.3 kcal/mol
HOMO-LUMO gap   8.416 eV
LUMO   -0.40 eV

XYZ file:
```
98
Properties=species:S:1:pos:R:3:lowdin_charge:R:1
C 6.09 6.06 18.98 -0.2164
O 5.90 5.26 20.08 -0.0937
H 5.48 6.96 18.97 0.0760
H 7.10 6.38 18.75 0.0821
H 5.80 5.53 18.06 0.0711
H 6.76 5.35 20.51 0.0804
C 1.39 5.43 15.06 -0.1395
O 2.37 6.06 14.19 -0.1362
H 0.85 6.21 15.60 0.0716
H 0.53 4.91 14.63 0.0690
H 1.91 4.69 15.66 0.0713
H 2.42 5.59 13.36 0.0632
C -3.01 0.59 16.61 -0.1725
O -2.39 1.80 16.98 -0.1227
H -4.09 0.73 16.63 0.0789
H -2.90 0.38 15.55 0.0679
H -2.60 -0.26 17.17 0.0775
H -3.11 2.39 17.20 0.0694
C -1.84 0.44 23.06 -0.8917
O -2.81 0.70 23.65 0.0893
N -1.42 1.07 22.04 0.1647
N -1.19 -0.65 23.17 0.1628
H -0.74 0.54 21.51 0.1094
H -2.12 1.63 21.57 0.1286
H -0.27 -0.66 22.76 0.1084
H -1.37 -1.46 23.75 0.1288
C 3.07 -0.10 18.62 -0.7523
O 2.84 -0.37 19.78 0.0084
N 3.91 0.90 18.26 0.1517
N 2.32 -0.60 17.67 0.1589
H 4.23 0.99 17.31 0.0968
H 4.34 1.53 18.92 0.1106
H 1.57 -1.25 17.88 0.1213
H 2.54 -0.33 16.72 0.1056
C 4.44 0.88 25.37 -0.6849
O 4.58 0.60 26.61 -0.0349
N 3.80 1.95 24.91 0.1403
N 4.81 0.15 24.34 0.1421
H 3.54 2.00 23.93 0.1007
H 3.36 2.60 25.55 0.1167
H 4.26 0.24 23.50 0.1027
H 5.27 -0.73 24.52 0.1169
C -4.20 9.87 16.74 -0.8239
O -4.73 10.27 17.72 0.0711
N -3.69 10.64 15.79 0.1571
N -4.15 8.61 16.47 0.1572
H -3.55 11.63 15.90 0.1174
H -3.32 10.24 14.93 0.0978
H -4.65 7.87 16.94 0.1240
H -3.48 8.42 15.74 0.0992
C 5.20 9.54 25.64 -0.8487
O 6.12 9.82 26.41 0.0139
N 4.26 10.34 25.27 0.1663
N 4.93 8.38 25.28 0.1678
H 3.54 9.90 24.72 0.1118
H 4.33 11.32 25.52 0.1260
H 5.78 7.87 25.47 0.1356
H 4.11 8.14 24.74 0.1269
C 0.46 7.13 21.44 -0.7981
O 1.08 8.07 21.95 0.0039
N -0.79 7.09 21.26 0.1737
N 1.01 6.03 20.97 0.1519
H -1.15 6.24 20.86 0.1136
H -1.44 7.84 21.45 0.1378
H 0.39 5.26 20.75 0.1020
H 2.01 5.88 20.92 0.1158
C -6.80 9.14 24.12 -0.7796
O -5.88 9.85 24.46 0.0426
N -7.11 8.94 22.82 0.1457
N -7.56 8.46 24.89 0.1562
H -6.79 9.61 22.13 0.1143
H -8.00 8.47 22.70 0.0877
H -7.43 8.49 25.89 0.1234
H -8.34 7.86 24.67 0.1102
C -0.57 14.31 18.75 -0.7926
O -1.70 14.55 19.15 0.0113
N 0.02 14.90 17.74 0.1758
N 0.12 13.65 19.64 0.1517
H -0.40 15.71 17.31 0.1228
H 0.98 14.61 17.66 0.1064
H 1.12 13.59 19.58 0.1013
H -0.30 13.11 20.38 0.1218
C 3.76 11.32 16.68 -0.8540
O 3.81 12.23 17.43 0.0488
N 3.05 10.27 16.88 0.1851
N 4.57 11.33 15.66 0.1592
H 2.42 10.26 17.67 0.1308
H 3.07 9.56 16.16 0.1133
H 4.47 10.59 14.97 0.0982
H 5.23 12.05 15.39 0.1207
C -6.70 4.42 20.12 -0.8453
O -5.56 4.46 19.71 0.0283
N -7.03 4.31 21.35 0.1668
N -7.75 4.50 19.41 0.1644
H -7.98 4.57 21.60 0.1129
H -6.31 4.15 22.04 0.1320
H -7.77 4.45 18.41 0.1281
H -8.65 4.44 19.86 0.1133
```